Below is 2 unconnected molecules or ions with the total composition C11H20N2O9S at a distorted geometry, with properties calculated with ωB97M-V with the def2-TZVPD basis set.

Computed properties:
Charge: 0
E (eV): -43967.4122
Energy above the lowest of the compared OMol25 structures with the same formula, charge and spin (kJ/mol): 297.6
M (g mol⁻¹): 356.353
Structure (SMILES): CN(C)C(=O)C[C@H]1OS(=O)(=O)CC[C@@H]1ON=O.COC(=O)OC
Frontier orbital gap (eV): 8.3

Atoms and positions in Å:
S  -2.46  -2.30  0.13
O  -2.92  1.90  -3.49
O  2.77  0.45  -0.12
O  0.70  0.65  -0.11
O  -2.61  -0.99  -0.93
O  -2.71  -1.93  1.56
O  2.57  2.32  5.43
O  4.05  0.90  4.47
O  2.06  1.43  3.51
O  -3.42  -3.35  -0.38
N  1.86  0.87  -0.79
N  -1.71  -0.08  -3.61
C  3.48  2.48  6.52
C  -2.82  -0.98  -4.03
C  -0.11  -0.39  -0.79
C  -1.63  -0.02  -0.47
C  -1.95  1.34  -1.30
C  -2.22  1.07  -2.85
C  2.39  0.57  2.42
C  3.00  1.49  4.47
C  -0.83  0.32  -4.73
C  -0.74  -2.93  -0.08
C  0.39  -1.80  -0.22
H  3.65  1.53  7.02
H  -0.43  -3.61  0.79
H  -2.45  -2.06  -4.05
H  -3.70  -0.94  -3.29
H  3.03  3.18  7.23
H  -0.73  -3.58  -1.02
H  -1.07  2.07  -1.25
H  -1.77  0.27  0.63
H  2.52  -0.46  2.76
H  3.29  0.92  1.91
H  0.17  -0.30  -1.90
H  -2.84  1.91  -0.84
H  -1.45  0.72  -5.61
H  0.00  1.05  -4.42
H  1.15  -2.20  -0.99
H  1.57  0.60  1.72
H  4.42  2.91  6.17
H  -3.15  -0.72  -5.10
H  0.99  -1.70  0.76
H  -0.32  -0.64  -5.12


Below is a molecular structure, C11H20N3P2W at a distorted geometry, with properties calculated with ωB97M-V with the def2-TZVPD basis set.

Computed properties:
Charge: +1
⟨S²⟩: 2.071
E (eV): -36590.9780
Energy above the lowest of the compared OMol25 structures with the same formula, charge and spin (kJ/mol): 6.6
M (g mol⁻¹): 440.090
Multiplicity: 3
Frontier orbital gap (alpha / beta) (eV): 6.0 / 6.5

Atoms and positions in Å:
W  -1.14  0.81  -1.61
P  -0.39  2.96  -1.94
P  -0.21  0.14  0.30
N  -1.18  0.44  2.77
N  0.32  -1.49  2.39
N  1.24  0.81  2.45
C  0.36  -0.70  -2.32
C  0.49  -2.17  -2.67
C  -0.01  1.28  3.08
C  -0.40  -0.10  -3.63
C  1.24  1.05  0.99
C  -1.63  0.62  1.37
C  -0.04  -2.46  -3.93
C  -0.90  -0.98  3.07
C  1.46  -0.62  2.76
C  -0.57  -1.28  -4.51
C  0.14  -1.56  0.92
H  -1.02  3.95  -1.09
H  2.16  0.64  0.54
H  0.15  1.25  4.18
H  -0.67  3.54  -3.24
H  -2.49  -0.04  1.19
H  1.05  -1.94  0.43
H  -1.76  -1.59  2.75
H  0.08  0.76  -4.11
H  -0.08  -3.45  -4.38
H  -0.70  -2.22  0.66
H  0.94  -2.86  -1.97
H  -1.93  1.67  1.21
H  -1.06  -1.21  -5.47
H  1.34  -0.23  -2.13
H  1.17  2.12  0.77
H  -0.21  2.32  2.76
H  1.01  3.31  -1.80
H  -0.74  -1.08  4.15
H  2.36  -0.97  2.23
H  1.61  -0.71  3.85


Below is a molecular structure, C11H20N6O2Sn at a distorted geometry, with properties calculated with ωB97M-V with the def2-TZVPD basis set.

Computed properties:
Charge: +2
E (eV): -30578.7859
Energy above the lowest of the compared OMol25 structures with the same formula, charge and spin (kJ/mol): 5.4
M (g mol⁻¹): 387.032
Frontier orbital gap (eV): 7.6

Atoms and positions in Å:
Sn  0.17  0.40  -1.72
O  -0.45  0.18  0.30
O  1.48  -2.29  1.91
N  1.48  -1.41  -0.24
N  1.94  -1.40  -2.88
N  3.35  -2.82  0.07
N  0.07  -0.65  1.29
N  1.04  -1.47  1.04
N  2.83  -2.05  -2.01
C  -0.44  3.59  -3.04
C  -1.28  -2.04  2.85
C  -0.61  -0.68  2.61
C  -1.22  2.68  -3.74
C  -1.67  3.12  -1.02
C  -0.68  3.83  -1.69
C  0.42  -0.35  3.70
C  -1.66  0.42  2.58
C  -2.24  1.97  -3.08
C  2.50  -2.13  -0.72
C  -2.46  2.18  -1.71
H  1.34  -2.11  -3.35
H  -2.41  0.22  1.81
H  0.94  0.58  3.49
H  -1.81  3.22  0.05
H  -2.17  0.47  3.53
H  -1.96  -2.28  2.03
H  3.50  -2.72  -2.39
H  -0.09  -0.22  4.65
H  3.82  -3.59  -0.40
H  1.15  -1.16  3.85
H  -3.20  1.60  -1.16
H  2.93  -2.99  1.00
H  -0.56  -2.86  2.96
H  0.37  4.10  -3.55
H  -2.81  1.22  -3.61
H  -0.05  4.52  -1.14
H  -1.05  2.48  -4.80
H  2.51  -0.93  -3.59
H  -1.18  1.38  2.40
H  -1.87  -1.98  3.75


Below is a gas-phase ion, C11H20NO (charge +1) at a distorted geometry, with properties calculated with ωB97M-V with the def2-TZVPD basis set.

Computed properties:
Charge: +1
E (eV): -15257.9634
Energy above the lowest of the compared OMol25 structures with the same formula, charge and spin (kJ/mol): 139.3
M (g mol⁻¹): 182.287
Structure (SMILES): C[NH2+][C@@H](C)[C@@H](C)[C@]1(C)C=C1C(C)=O
Frontier orbital gap (eV): 9.8

Atoms and positions in Å:
O  -3.53  1.43  -0.46
N  2.19  -0.34  -0.91
C  2.94  -1.50  -0.45
C  -1.05  -1.10  -0.87
C  -3.26  0.25  -0.22
C  -4.47  -0.66  0.03
C  0.32  0.79  0.22
C  -0.58  -1.01  1.82
C  -0.60  -0.42  0.36
C  1.80  0.47  0.28
C  -1.95  -0.31  -0.37
C  2.77  1.60  0.35
C  -0.11  1.79  -0.94
H  0.33  -1.36  2.21
H  -1.25  -1.87  1.83
H  -1.08  1.48  -1.23
H  3.11  1.92  -0.63
H  -0.35  2.81  -0.60
H  0.52  1.58  -1.82
H  2.33  -1.90  0.29
H  2.36  2.45  0.77
H  -0.76  -1.69  -1.67
H  3.25  -2.17  -1.22
H  1.71  -0.27  1.17
H  -4.31  -1.53  0.71
H  0.16  1.29  1.15
H  -5.07  -1.02  -0.83
H  1.23  -0.69  -1.40
H  -1.06  -0.32  2.45
H  3.70  -1.20  0.18
H  3.58  1.27  0.93
H  -5.33  -0.01  0.54
H  2.48  0.25  -1.67


Below is a molecular structure, C11H20O2PdS6Se2Te2 at a distorted geometry, with properties calculated with ωB97M-V with the def2-TZVPD basis set.

Computed properties:
Charge: 0
E (eV): -229595.6668
Energy above the lowest of the compared OMol25 structures with the same formula, charge and spin (kJ/mol): 0.0
M (g mol⁻¹): 896.221
Frontier orbital gap (alpha / beta) (eV): 5.5 / 5.5

Atoms and positions in Å:
Te  3.07  2.55  0.76
Te  1.42  2.24  3.21
Pd  0.47  1.48  1.04
Se  1.31  3.96  0.01
Se  1.94  0.26  4.40
S  -1.59  -2.08  2.33
S  -1.67  -1.25  5.22
S  -0.27  -0.65  -1.00
S  -1.69  0.66  7.49
S  -1.85  1.56  4.66
S  -1.76  1.32  1.71
O  2.75  0.60  0.28
O  -0.18  0.88  -0.93
C  -1.71  0.34  5.89
C  -2.84  1.06  -2.62
C  -1.99  -1.02  -1.40
C  -1.67  -0.80  3.53
C  0.75  0.03  -3.55
C  3.65  -0.30  0.94
C  1.93  0.96  -3.24
C  -2.60  -0.45  -2.67
C  0.59  -1.09  -2.53
C  -1.75  0.52  3.26
C  0.20  -2.29  2.21
H  0.03  -1.94  -2.93
H  -3.56  -0.96  -2.80
H  1.77  1.48  -2.30
H  0.62  -2.62  3.16
H  -3.49  1.31  -1.78
H  2.04  1.70  -4.03
H  0.37  -3.05  1.45
H  1.57  -1.46  -2.22
H  -0.17  0.61  -3.62
H  0.67  -1.35  1.91
H  2.86  0.39  -3.18
H  -1.92  1.61  -2.49
H  -2.00  -0.72  -3.54
H  -2.51  -0.68  -0.50
H  4.40  0.22  1.55
H  -3.33  1.39  -3.54
H  0.90  -0.44  -4.52
H  3.08  -0.95  1.60
H  -2.01  -2.12  -1.39
H  4.17  -0.88  0.17


Below is a molecular structure, C11H20Se at a distorted geometry, with properties calculated with ωB97M-V with the def2-TZVPD basis set.

Computed properties:
Charge: 0
E (eV): -77074.2763
Energy above the lowest of the compared OMol25 structures with the same formula, charge and spin (kJ/mol): 0.0
M (g mol⁻¹): 231.241
Frontier orbital gap (eV): 8.8

Atoms and positions in Å:
Se  0.23  -2.16  0.20
C  -1.73  0.56  -0.19
C  -2.26  -0.71  -0.24
C  0.92  0.38  1.53
C  3.32  -0.99  0.25
C  -1.49  -1.74  -0.85
C  2.81  1.22  -0.81
C  -0.46  0.77  -0.77
C  0.92  -0.16  0.19
C  -3.55  -1.18  0.31
C  -2.39  1.88  0.35
C  2.29  -0.18  -0.54
H  3.48  1.32  -1.63
H  1.97  1.86  -0.85
H  -4.19  -1.61  -0.43
H  -1.67  2.74  0.39
H  3.43  1.60  -0.04
H  -0.97  -1.35  -1.67
H  1.99  0.40  1.89
H  -3.45  -1.89  1.12
H  3.30  -2.04  -0.06
H  2.89  -0.90  1.25
H  -2.00  -2.68  -1.02
H  0.26  1.33  1.67
H  2.12  -0.81  -1.43
H  -0.27  0.19  -1.83
H  0.40  -0.41  2.16
H  -0.19  1.84  -0.89
H  -2.77  1.57  1.34
H  -3.25  2.16  -0.38
H  -4.09  -0.39  0.69
H  4.39  -0.59  0.31


Below is 2 unconnected molecules or ions with the total composition C11H21BClF2N2O4PS, with properties calculated with ωB97M-V with the def2-TZVPD basis set.

Computed properties:
Charge: 0
E (eV): -61680.9520
M (g mol⁻¹): 392.601
Frontier orbital gap (eV): 8.9

Atoms and positions in Å:
Cl  -2.59  -0.91  0.41
S  3.16  -2.99  1.05
P  1.59  -2.51  2.07
F  1.70  5.81  -0.96
F  0.91  4.05  -2.19
O  -0.62  5.71  -1.45
O  -1.46  3.94  1.42
O  0.32  4.19  0.09
O  -2.65  5.86  -0.46
N  1.61  -0.30  -0.61
N  -1.19  1.14  1.37
C  -1.76  -0.17  1.78
C  1.04  -0.15  0.72
C  0.35  -1.41  1.30
C  0.68  -0.71  -1.67
C  -0.29  -2.95  -2.50
C  0.97  -2.10  -2.26
C  -0.89  4.44  0.46
C  -0.67  -1.03  2.38
C  -1.52  5.45  -0.53
C  0.19  1.15  0.70
C  -0.57  -3.98  -1.39
B  0.65  4.97  -1.19
H  1.90  0.06  1.36
H  -1.85  1.60  0.73
H  -0.35  -0.66  -1.31
H  1.49  -1.97  -3.21
H  -1.15  -2.29  -2.60
H  0.05  1.51  -0.31
H  -1.16  1.78  2.17
H  -0.14  -2.02  0.53
H  2.39  -0.95  -0.55
H  -1.37  -3.66  -0.72
H  -0.89  -4.94  -1.80
H  -2.53  0.04  2.52
H  0.75  0.03  -2.47
H  1.86  -1.83  3.28
H  0.80  -3.60  2.48
H  0.74  1.94  1.20
H  0.31  -4.15  -0.78
H  -0.21  -3.47  -3.46
H  -1.11  -1.89  2.87
H  -0.15  -0.42  3.13
H  1.66  -2.64  -1.60


Below is a molecular structure, C11H21Cl2NOV at a distorted geometry, with properties calculated with ωB97M-V with the def2-TZVPD basis set.

Computed properties:
Charge: 0
⟨S²⟩: 1.150
E (eV): -66015.4418
Energy above the lowest of the compared OMol25 structures with the same formula, charge and spin (kJ/mol): 93.7
M (g mol⁻¹): 305.145
Multiplicity: 2
Frontier orbital gap (alpha / beta) (eV): 8.3 / 7.8

Atoms and positions in Å:
V  -0.57  3.81  -0.04
Cl  1.08  4.76  -1.08
Cl  -0.05  3.23  2.03
O  -0.34  -1.59  0.86
N  -0.73  -2.40  2.92
C  -1.04  -1.58  1.88
C  0.46  -3.21  2.79
C  2.64  0.15  -0.82
C  1.74  -0.35  -1.62
C  1.64  -0.05  -3.10
C  1.27  1.44  -3.47
C  -1.00  1.82  -1.96
C  -0.67  2.08  -0.55
C  -1.46  -2.42  4.19
C  -0.14  2.01  -3.29
C  -2.23  -0.67  2.04
H  -2.46  -0.22  1.08
H  0.94  -0.99  -1.26
H  0.40  -3.82  1.87
H  1.35  -2.57  2.72
H  -1.32  -1.49  4.76
H  -3.10  -1.23  2.39
H  2.26  0.32  0.18
H  -2.54  -2.58  4.02
H  -0.73  1.59  -4.11
H  -1.06  -3.26  4.77
H  -0.09  3.10  -3.51
H  0.83  -0.68  -3.53
H  1.53  1.51  -4.55
H  0.51  -3.84  3.67
H  -0.10  1.24  -0.14
H  -2.01  0.12  2.76
H  -1.31  0.77  -2.04
H  3.48  0.70  -1.12
H  2.62  -0.27  -3.59
H  2.00  2.10  -3.01
H  -1.83  2.49  -2.15